one | The following is a DFT calculation (the ωB97M-V functional and the def2-TZVPD basis) of a molecular structure, C3H7INS.

Structure (ORCA input):
```
! RIJCOSX wB97M-V def2-TZVPD def2/J DEFGRID3
* xyz 1 1
I 2.97 0.44 -0.16
S -0.04 -0.35 0.79
N -1.98 1.70 0.18
C -0.86 1.11 -0.36
C 1.37 -1.04 0.01
C 1.36 -2.32 -0.45
H 0.65 0.27 1.72
H 0.45 -2.79 -0.27
H 2.03 -2.88 -0.91
H -1.81 2.42 0.91
H -0.19 1.87 -0.64
H -2.79 1.26 0.28
H -1.14 0.30 -1.09
*
```

## Properties
HOMO   -13.504 eV
LUMO energy   -4.13 eV

These are the Mulliken partial charges, in e, on atoms 1 to 6: atom 1 (I): 0.195, atom 2 (S): 0.006, atom 3 (N): -0.388, atom 4 (C): -0.333, atom 5 (C): 0.024, atom 6 (C): -0.574

---

two | The following is a DFT calculation (the ωB97M-V functional and the def2-TZVPD basis) of 2 unconnected molecules or ions with the total composition C3H7INS.

Structure (ORCA input):
```
! RIJCOSX wB97M-V def2-TZVPD def2/J DEFGRID3
* xyz 1 1
I 0.23 0.77 -1.87
S 3.93 0.63 -0.87
N -1.47 -0.33 1.45
C -1.83 0.72 0.57
C -0.96 -1.17 0.31
C -1.15 0.04 -0.53
H 4.63 1.54 -1.35
H 4.86 -0.31 -1.13
H -2.99 0.89 0.59
H -0.04 -1.66 0.32
H -1.63 -2.01 -0.03
H -2.28 -0.73 1.97
H -1.31 1.63 0.57
*
```

## Properties
HOMO   -12.738 eV
LUMO energy   -6.77 eV

These are the Mulliken partial charges, in e, on atoms 1 to 6: atom 1 (I): 0.458, atom 2 (S): -0.315, atom 3 (N): -0.352, atom 4 (C): -0.243, atom 5 (C): -0.347, atom 6 (C): -0.052

---

The most stable arrangement is one, and the next structure is 38.1 kcal/mol less stable.

---

one | The following is a DFT calculation (the ωB97M-V functional and the def2-TZVPD basis) of a single C3H5ClN2 molecule.

Structure (ORCA input):
```
! RIJCOSX wB97M-V def2-TZVPD def2/J DEFGRID3
* xyz 0 1
Cl 3.03 -0.85 -0.06
N -0.26 -0.50 -0.22
N -1.48 -0.81 0.40
C -2.50 -0.45 -0.31
C 1.93 0.55 -0.11
C 0.57 0.10 0.49
H 2.33 1.35 0.50
H 0.46 0.18 1.55
H -3.53 -0.61 0.09
H -2.38 0.18 -1.22
H 1.83 0.86 -1.10
*
```

## Properties
HOMO   -9.629 eV
SMILES string   C=N/N=C/CCl
LUMO energy   0.50 eV

These are the Mulliken partial charges, in e, on atoms 1 to 6: atom 1 (Cl): -0.179, atom 2 (N): -0.232, atom 3 (N): -0.445, atom 4 (C): -0.238, atom 5 (C): -0.379, atom 6 (C): -0.119

---

two | The following is a DFT calculation (the ωB97M-V functional and the def2-TZVPD basis) of a single C3H5ClN2 molecule.

Structure (ORCA input):
```
! RIJCOSX wB97M-V def2-TZVPD def2/J DEFGRID3
* xyz 0 1
Cl 1.71 -0.90 0.00
N -2.77 -0.84 -0.07
N -1.09 0.93 0.04
C 0.26 1.43 0.09
C 1.53 0.85 -0.12
C -1.56 -0.50 0.05
H -0.73 -1.19 0.67
H -3.39 -0.10 -0.37
H 2.41 1.34 -0.32
H 0.20 2.45 0.30
H -1.87 1.49 -0.19
*
```

## Properties
HOMO   -8.533 eV
SMILES string   [H]/N=C\N/C=C\Cl
LUMO energy   0.73 eV

These are the Mulliken partial charges, in e, on atoms 1 to 6: atom 1 (Cl): -0.203, atom 2 (N): -0.554, atom 3 (N): -0.226, atom 4 (C): -0.261, atom 5 (C): -0.300, atom 6 (C): 0.216

---

The most stable arrangement is one, and the next structure is 6.4 kcal/mol less stable.

---

one | The following is a DFT calculation (the ωB97M-V functional and the def2-TZVPD basis) of 2 unconnected molecules or ions with the total composition C7H16N.

Structure (ORCA input):
```
! RIJCOSX wB97M-V def2-TZVPD def2/J DEFGRID3
* xyz 2 2
N 2.04 -0.33 3.84
C -0.14 0.63 -0.35
C -0.79 0.95 0.83
C -1.85 1.97 0.90
C 0.07 -0.70 -0.63
C 0.15 1.72 -1.39
C 0.24 -1.29 -1.97
C -0.12 -2.78 -1.97
H -2.49 1.74 1.76
H -2.45 2.01 -0.01
H 1.25 -1.15 -2.36
H -0.48 -0.78 -2.62
H -1.06 -2.99 -1.47
H 2.32 -0.89 4.66
H -1.48 2.97 1.17
H 2.68 -0.07 3.09
H -0.84 0.17 1.59
H 1.05 -0.07 3.81
H -0.54 1.62 -2.23
H 0.01 2.70 -0.93
H 0.63 -3.37 -1.44
H -0.13 -1.43 0.15
H -0.18 -3.16 -2.99
H 1.16 1.53 -1.71
*
```

## Properties
HOMO (spin up / spin down)   -17.933 / -17.933 eV
LUMO energy (spin up / spin down)   -9.20 / -13.02 eV

These are the Mulliken partial charges, in e, on atoms 1 to 6: atom 1 (N): -0.064, atom 2 (C): 0.621, atom 3 (C): -0.096, atom 4 (C): -1.340, atom 5 (C): -0.303, atom 6 (C): -1.314

---

two | The following is a DFT calculation (the ωB97M-V functional and the def2-TZVPD basis) of a gas-phase ion, C7H16N (charge +2).

Structure (ORCA input):
```
! RIJCOSX wB97M-V def2-TZVPD def2/J DEFGRID3
* xyz 2 2
N 3.26 1.18 1.12
C -0.27 -1.42 -0.56
C -1.52 -0.64 -0.86
C 1.05 -0.67 -0.83
C -2.66 -0.58 -0.06
C -3.94 -0.04 -0.48
C 1.09 0.68 -0.06
C 1.81 0.69 1.29
H -4.26 0.81 0.13
H 1.31 1.23 2.08
H 3.48 1.08 0.12
H -0.36 -2.25 -1.28
H 1.20 -0.46 -1.89
H -1.50 -0.24 -1.87
H -4.70 -0.82 -0.39
H 1.87 -1.29 -0.49
H 0.12 1.18 0.05
H -2.67 -1.07 0.91
H -0.26 -1.75 0.47
H 3.99 0.72 1.66
H 1.97 -0.31 1.71
H 3.35 2.16 1.40
H 1.53 1.49 -0.67
H -3.89 0.32 -1.52
*
```

## Properties
HOMO (spin up / spin down)   -18.712 / -19.811 eV
LUMO energy (spin up / spin down)   -7.34 / -11.28 eV

These are the Mulliken partial charges, in e, on atoms 1 to 6: atom 1 (N): -0.328, atom 2 (C): -0.577, atom 3 (C): -0.268, atom 4 (C): -0.699, atom 5 (C): 0.327, atom 6 (C): -1.113

---

The most stable arrangement is two, and the next structure is 53.9 kcal/mol less stable.

---

one | The following is a DFT calculation (the ωB97M-V functional and the def2-TZVPD basis) of 8 unconnected molecules or ions with the total composition C28H78N6O10.

Structure (ORCA input):
```
! RIJCOSX wB97M-V def2-TZVPD def2/J DEFGRID3
* xyz 0 1
O 4.64 12.03 15.32
O 5.74 13.70 21.70
O 4.22 8.39 15.64
O 0.75 8.02 13.35
O 7.37 2.64 16.89
O 5.04 2.87 13.14
O 1.36 14.23 12.62
O 2.78 12.34 17.67
O -0.21 12.07 18.79
O 7.64 10.54 13.51
N 8.46 8.34 11.93
N 6.49 5.82 16.72
N 5.55 11.16 19.04
N -0.43 16.16 15.22
N 4.62 3.54 15.89
N 1.33 5.65 11.90
C 0.47 11.30 17.78
C 1.48 12.23 17.12
C 1.74 12.86 12.66
C 1.98 7.88 12.65
C 7.28 3.68 17.81
C 8.24 9.41 14.08
C 7.86 8.16 13.29
C 0.71 7.58 10.41
C 7.67 5.10 17.28
C 5.12 13.86 22.94
C 3.76 3.93 14.81
C 4.13 9.72 16.09
C -0.08 15.81 13.87
C 8.61 2.43 16.30
C 0.92 8.66 14.58
C 8.49 6.92 13.93
C 4.58 10.64 14.95
C 5.70 13.55 18.76
C 6.00 12.40 19.72
C 5.96 2.91 12.10
C 5.24 12.56 21.01
C 1.73 7.01 11.42
C 8.18 11.79 13.92
C 1.02 14.76 13.89
C 4.54 4.14 13.52
C 3.10 5.25 15.26
C 0.30 16.97 12.94
C 8.24 6.04 18.36
H 5.30 10.47 19.75
H 6.78 8.01 13.25
H 7.52 6.54 19.00
H 2.29 8.89 12.36
H 5.52 10.29 14.54
H 0.30 16.61 11.91
H -0.27 11.03 17.02
H 7.07 12.31 19.89
H 4.05 14.07 22.82
H 3.17 9.93 16.58
H 8.05 6.05 13.42
H 2.14 12.61 11.68
H 8.91 6.82 17.99
H 0.92 10.42 18.23
H 9.34 9.42 14.00
H 3.86 5.99 15.49
H 8.20 6.87 14.98
H -0.07 8.09 11.00
H 1.22 9.70 14.42
H 5.62 11.71 21.61
H 7.46 12.51 13.52
H 4.72 11.34 18.49
H -0.97 15.40 13.35
H 6.13 5.16 16.03
H 5.12 8.07 15.82
H 2.76 7.37 13.21
H 8.22 9.31 11.68
H 0.17 6.81 9.88
H 2.29 5.70 14.68
H 5.96 14.45 19.33
H 6.28 3.81 18.23
H 2.65 5.02 16.23
H 6.80 3.58 12.32
H 5.38 4.80 13.80
H 6.30 1.94 11.74
H 3.93 4.51 12.69
H 0.74 14.02 14.64
H 1.61 8.18 15.28
H -0.76 11.46 19.29
H 8.15 11.92 15.01
H 9.56 6.74 13.80
H 9.15 11.94 13.46
H 5.25 2.82 15.53
H 9.43 2.56 17.02
H 8.82 2.96 15.36
H 8.04 9.32 15.15
H 1.98 15.19 14.23
H 1.02 8.44 9.81
H 1.53 12.06 16.04
H 8.83 5.40 19.03
H 5.41 14.79 23.44
H -0.32 17.86 13.02
H 1.34 17.26 13.14
H 0.84 5.88 12.77
H -1.38 16.49 15.34
H 5.85 5.66 17.49
H 7.92 3.44 18.68
H 6.43 13.56 17.94
H -0.04 8.63 15.11
H 5.61 3.32 11.13
H 2.67 6.93 10.86
H 5.43 12.08 15.88
H 0.52 5.41 11.34
H 4.18 12.57 20.78
H 1.02 13.23 17.15
H 4.07 3.11 16.63
H 3.31 12.73 16.96
H 8.44 4.98 16.50
H 8.70 1.38 16.00
H 0.79 12.31 12.75
H 2.38 12.63 13.50
H 3.76 10.61 14.22
H 7.86 7.79 11.32
H 4.84 9.91 16.91
H 3.01 3.16 14.59
H -0.43 15.36 15.85
H 5.24 13.06 23.67
H 4.67 13.70 18.47
*
```

## Properties
HOMO   -8.950 eV
SMILES string   COC[C@H](C)N.COC[C@H](C)N.COC[C@H](C)N.COC[C@H](C)N.COC[C@H](C)N.COC[C@H](C)N.OCCO.OCCO
LUMO energy   0.54 eV

These are the Mulliken partial charges, in e, on atoms 1 to 6: atom 1 (O): -0.573, atom 2 (O): -0.303, atom 3 (O): -0.258, atom 4 (O): -0.525, atom 5 (O): -0.298, atom 6 (O): -0.395

---

two | The following is a DFT calculation (the ωB97M-V functional and the def2-TZVPD basis) of 8 unconnected molecules or ions with the total composition C28H78N6O10.

Structure (ORCA input):
```
! RIJCOSX wB97M-V def2-TZVPD def2/J DEFGRID3
* xyz 0 1
O -2.60 -1.86 0.31
O 3.92 3.28 -1.13
O -6.00 0.93 3.16
O -2.66 1.60 -4.44
O 0.51 -0.21 -0.37
O 2.14 -3.77 -3.36
O 4.34 -1.84 2.46
O -2.33 -6.40 -0.12
O -0.22 3.96 0.65
O -0.35 2.07 -1.75
N -2.94 -9.26 0.14
N -5.07 -1.36 1.81
N 2.71 0.53 1.54
N -0.95 6.72 -0.31
N 6.26 5.61 -2.64
N 3.15 -0.49 -2.12
C -5.18 -0.03 1.15
C 4.34 4.54 -1.61
C 3.23 -1.95 -2.26
C 3.21 -2.66 -0.91
C -3.50 -8.17 0.95
C -5.44 -0.18 -0.32
C -2.58 -7.98 2.15
C -0.59 -1.05 -0.65
C 1.30 7.34 0.56
C -1.75 -0.73 0.26
C 0.23 5.17 1.21
C -1.36 2.50 -2.64
C 5.84 4.51 -1.76
C -2.34 -5.13 -0.72
C 6.56 4.51 -0.42
C 1.04 -4.25 -4.10
C 2.67 3.33 -0.49
C 0.38 6.22 0.12
C 2.65 -0.19 2.82
C 4.70 -3.19 2.42
C -0.20 2.87 1.56
C -6.27 0.82 1.78
C 1.29 -0.01 3.48
C -6.82 1.87 3.80
C -3.61 -6.88 0.16
C 2.07 -2.38 -3.13
C -1.42 1.50 -3.78
C 2.96 -1.67 2.71
H 2.65 -2.19 3.63
H -2.89 -5.14 -1.67
H 5.96 6.48 -2.21
H 3.99 5.39 -1.01
H -2.86 -4.40 -0.09
H 4.15 -2.21 -2.80
H 3.46 0.22 3.44
H 0.93 1.01 3.45
H -7.88 1.60 3.71
H 6.03 3.55 -2.25
H 1.10 -2.14 -2.66
H 2.26 -2.44 -0.41
H -4.67 -0.72 -0.88
H -0.59 1.69 -4.48
H 2.14 -1.83 -4.07
H -4.23 0.47 1.37
H 0.09 -3.91 -3.68
H -1.32 -4.78 -0.88
H -4.49 -8.48 1.29
H -1.55 -7.92 1.78
H -3.51 -9.44 -0.68
H -6.71 2.87 3.36
H -0.88 7.70 -0.51
H 3.86 4.65 -2.60
H -6.31 1.81 1.31
H 1.31 -0.35 4.51
H -1.20 3.51 -3.00
H 3.48 0.08 1.02
H 1.87 3.74 -1.13
H 2.32 -0.27 -1.57
H 0.56 -0.65 2.96
H 2.33 6.98 0.65
H 1.27 8.22 -0.07
H -6.56 1.88 4.86
H 1.02 7.69 1.57
H -2.79 -7.06 2.68
H -4.22 -6.12 0.69
H 4.39 -3.72 3.33
H 1.19 5.01 1.72
H -2.32 0.17 -0.03
H -2.06 -8.91 -0.24
H -0.33 -2.08 -0.38
H -2.35 2.47 -2.16
H -3.41 -1.64 0.82
H 2.72 3.90 0.44
H -2.64 -8.87 2.77
H 6.12 3.81 0.31
H 2.40 -2.14 1.88
H -5.55 0.80 -0.79
H 1.92 0.20 0.98
H 1.05 -5.33 -4.02
H 1.12 -3.95 -5.15
H 2.39 2.31 -0.24
H 6.59 5.50 0.03
H 0.81 5.70 -0.74
H -6.40 -0.68 -0.50
H 3.95 -0.19 -1.57
H 4.02 -2.30 -0.27
H -1.63 6.58 0.43
H -0.51 5.53 1.95
H -0.11 2.80 -1.16
H 7.28 5.66 -2.62
H -1.01 2.97 2.29
H -1.23 0.52 -3.34
H -4.18 -7.00 -0.79
H -0.84 -1.03 -1.71
H 7.59 4.13 -0.51
H -7.25 0.35 1.61
H -0.40 1.97 0.98
H -1.37 -0.51 1.27
H -5.08 -1.17 2.81
H 0.77 2.81 2.05
H 4.25 -3.75 1.58
H -2.93 0.72 -4.71
H -5.90 -1.90 1.60
H 3.31 -3.74 -1.01
H 5.78 -3.24 2.28
H 0.44 0.53 -1.00
*
```

## Properties
HOMO   -8.923 eV
SMILES string   COC[C@H](C)N.COC[C@H](C)N.COC[C@H](C)N.COC[C@H](C)N.COC[C@H](C)N.COC[C@H](C)N.OCCO.OCCO
LUMO energy   0.45 eV

These are the Mulliken partial charges, in e, on atoms 1 to 6: atom 1 (O): -0.438, atom 2 (O): -0.272, atom 3 (O): -0.308, atom 4 (O): -0.551, atom 5 (O): 1.875, atom 6 (O): -0.350

---

The most stable arrangement is two, and the next structure is 56.8 kcal/mol less stable.